{
  "formula": "C49H60BBaBrF2N7O3",
  "method": "ωB97M-V/def2-TZVPD",
  "e_above_lowest_kj_mol": 116.1,
  "total_charge": -1,
  "homo_energy_ev": -3.680,
  "elements": ["Ba", "C", "C", "C", "C", "C", "C", "C", "N", "N", "C", "C", "C", "C", "C", "C", "N", "C", "C", "C", "C", "C", "C", "N", "H", "H", "H", "H", "H", "H", "H", "H", "H", "H", "H", "H", "H", "H", "H", "H", "H", "H", "H", "H", "C", "C", "C", "C", "C", "C", "C", "Br", "C", "O", "C", "C", "C", "C", "C", "C", "H", "H", "H", "H", "H", "H", "H", "H", "H", "H", "H", "H", "H", "H", "H", "H", "H", "H", "H", "H", "F", "B", "F", "C", "C", "C", "O", "H", "H", "H", "H", "H", "H", "H", "C", "C", "C", "C", "C", "N", "C", "O", "N", "C", "C", "C", "C", "N", "C", "C", "C", "H", "H", "H", "H", "H", "H", "H", "H", "H", "H", "H", "H", "H"],
  "coordinates": [[-0.0442, 0.4230, -0.1031], [-2.2182, -2.9154, -2.0650], [-3.4522, -2.3995, -1.2832], [-4.0800, -1.1986, -1.9282], [-5.3378, -1.2670, -2.5245], [-5.8578, -0.1428, -3.1451], [-5.1033, 1.0177, -3.1658], [-3.8598, 0.9972, -2.5527], [-3.3549, -0.0734, -1.9367], [-0.9121, -2.4493, -1.5811], [-0.2785, -3.3966, -0.6672], [-0.9768, -3.5255, 0.6660], [-1.1299, -4.7675, 1.2705], [-1.6561, -4.8357, 2.5513], [-2.0441, -3.6640, 3.1816], [-1.8951, -2.4696, 2.4914], [-1.3700, -2.3986, 1.2671], [0.0227, -2.1348, -2.6688], [-0.2849, -0.8647, -3.4148], [-0.4305, -0.8520, -4.7956], [-0.5722, 0.3614, -5.4574], [-0.5567, 1.5365, -4.7249], [-0.4123, 1.4467, -3.3481], [-0.2873, 0.2790, -2.7046], [-2.3163, -2.6125, -3.1082], [-2.2378, -4.0132, -2.0558], [-3.1345, -2.1235, -0.2811], [-4.1952, -3.1947, -1.2023], [-5.8945, -2.1972, -2.4984], [-6.8377, -0.1762, -3.6098], [-5.4670, 1.9230, -3.6370], [-3.2399, 1.8844, -2.5470], [0.7370, -3.0315, -0.4765], [-0.1855, -4.3924, -1.1277], [-0.8343, -5.6644, 0.7392], [-1.7669, -5.7920, 3.0492], [-2.4554, -3.6722, 4.1842], [-2.2074, -1.5201, 2.9263], [0.1308, -2.9707, -3.3782], [0.9839, -1.9610, -2.1741], [-0.4229, -1.7889, -5.3418], [-0.6856, 0.3864, -6.5357], [-0.6467, 2.5033, -5.2031], [-0.3824, 2.3388, -2.7155], [2.2352, 7.7885, 2.7278], [1.7307, 7.9845, 1.2882], [0.6665, 9.0829, 1.2953], [2.9011, 8.4652, 0.4144], [1.1740, 6.6622, 0.7593], [2.0254, 5.5962, 0.4756], [1.4976, 4.4012, 0.0493], [2.7134, 2.9751, -0.3285], [0.1149, 4.1151, -0.1318], [-0.2558, 2.9331, -0.5158], [-0.7448, 5.2154, 0.1610], [-0.1847, 6.4224, 0.5908], [-2.2835, 5.1955, 0.0182], [-2.9387, 5.5932, 1.3507], [-2.8762, 3.8425, -0.3788], [-2.6894, 6.2063, -1.0680], [2.6886, 8.7112, 3.1119], [2.9838, 6.9922, 2.7701], [1.4091, 7.5058, 3.3865], [1.1106, 10.0193, 1.6458], [-0.1631, 8.8381, 1.9650], [0.2620, 9.2501, 0.2912], [3.2369, 9.4560, 0.7419], [2.5972, 8.5294, -0.6342], [3.7568, 7.7878, 0.4763], [3.1004, 5.6813, 0.5894], [-0.8721, 7.2375, 0.7971], [-2.5824, 4.9426, 2.1549], [-4.0269, 5.4859, 1.2769], [-2.7244, 6.6294, 1.6273], [-2.6751, 3.0699, 0.3653], [-2.4553, 3.5072, -1.3215], [-3.9621, 3.9527, -0.4879], [-2.3438, 7.2163, -0.8298], [-3.7808, 6.2322, -1.1759], [-2.2542, 5.9196, -2.0319], [-2.6605, 0.7969, 2.5126], [-1.3046, 1.0531, 2.2253], [-0.7754, 1.7066, 3.3314], [3.4367, -0.2267, -2.4865], [3.4447, -1.2572, -1.3485], [3.9231, -2.6115, -1.8892], [2.2149, -1.3707, -0.7234], [4.4476, -0.0436, -2.8731], [3.0232, 0.7231, -2.1309], [2.8112, -0.5859, -3.3154], [4.2327, -0.9157, -0.6376], [3.1722, -3.0070, -2.5855], [4.0420, -3.3351, -1.0752], [4.8805, -2.5247, -2.4190], [1.0973, -8.7917, 2.6656], [2.2474, -7.8151, 2.6439], [3.2712, -7.8703, 3.5811], [4.3183, -6.9579, 3.5589], [4.3763, -5.9688, 2.5852], [5.4958, -5.1021, 2.5778], [5.6568, -3.9386, 1.8397], [6.7255, -3.6726, 1.3189], [4.5528, -3.1328, 1.7122], [3.4687, -2.8996, 2.6050], [3.4375, -3.2374, 3.9500], [2.3319, -2.8565, 4.7012], [1.3104, -2.1392, 4.0981], [1.3352, -1.8152, 2.8036], [2.3889, -2.1980, 2.0760], [3.3561, -5.8984, 1.6380], [2.3152, -6.8134, 1.6767], [1.2741, -9.5952, 3.3826], [0.9460, -9.2416, 1.6817], [0.1625, -8.2951, 2.9428], [3.2494, -8.6320, 4.3545], [5.1041, -7.0136, 4.3065], [6.3804, -5.5342, 2.7747], [4.6396, -2.4584, 0.9657], [4.2588, -3.7695, 4.4139], [2.2854, -3.0933, 5.7573], [0.4446, -1.8062, 4.6647], [2.3999, -1.9105, 1.0131], [3.3756, -5.1363, 0.8668], [1.5396, -6.7508, 0.9179]],
  "forces_ev_per_angstrom": [[1.345, -0.951, -0.045], [0.044, 0.051, 0.089], [0.223, 0.058, -0.046], [0.075, 0.165, -0.077], [0.011, -0.017, 0.002], [-0.049, -0.050, -0.023], [-0.027, 0.028, -0.020], [0.067, -0.211, 0.140], [-0.102, 0.079, -0.109], [-0.059, 0.203, -0.164], [-0.117, 0.238, 0.091], [-0.103, 0.136, 0.131], [0.023, -0.059, 0.027], [-0.016, 0.027, 0.016], [0.022, -0.081, -0.018], [0.018, 0.189, -0.174], [0.086, -0.001, -0.024], [-0.256, -0.028, 0.190], [0.024, 0.319, 0.010], [-0.060, 0.034, -0.065], [-0.005, -0.032, 0.019], [-0.003, -0.089, -0.054], [-0.002, -0.183, 0.223], [-0.201, -0.034, -1.541], [-0.032, 0.029, -0.069], [0.042, -0.084, -0.028], [-0.007, -0.020, 0.085], [0.009, -0.026, -0.001], [0.025, 0.058, 0.008], [0.054, 0.007, 0.030], [0.040, -0.055, 0.027], [0.034, 0.039, 0.033], [0.040, 0.044, 0.001], [-0.052, -0.111, -0.027], [0.027, 0.005, 0.030], [0.004, 0.003, -0.013], [0.009, 0.020, -0.078], [0.086, -0.162, -0.093], [-0.072, -0.005, -0.055], [0.236, -0.036, 0.000], [-0.002, 0.061, 0.023], [0.006, -0.010, 0.046], [0.001, -0.025, 0.029], [-0.010, -0.197, -0.064], [0.018, -0.006, 0.002], [0.027, -0.023, -0.003], [-0.038, 0.059, -0.010], [-0.006, -0.007, -0.014], [-0.060, -0.035, 0.056], [-0.015, 0.023, -0.015], [0.058, -0.096, -0.029], [-0.035, -0.035, 0.046], [0.016, -0.183, 0.063], [-0.019, 0.359, -0.097], [-0.038, 0.030, -0.016], [-0.109, 0.047, -0.092], [0.089, -0.011, 0.020], [0.018, 0.016, 0.096], [0.022, -0.059, 0.042], [0.000, 0.025, -0.043], [-0.047, -0.081, -0.035], [-0.053, 0.073, 0.006], [0.063, 0.006, -0.043], [-0.025, -0.026, -0.015], [0.071, 0.030, -0.056], [0.027, -0.009, 0.099], [-0.014, -0.085, -0.018], [0.021, 0.014, 0.066], [-0.076, 0.036, -0.020], [-0.059, 0.008, -0.001], [0.067, -0.142, -0.020], [-0.058, 0.052, -0.070], [0.072, 0.020, 0.006], [0.010, -0.074, -0.006], [-0.007, 0.043, -0.042], [-0.002, -0.058, -0.089], [0.055, 0.000, 0.014], [-0.039, -0.072, -0.033], [0.086, 0.002, 0.013], [-0.047, 0.039, 0.086], [0.511, 0.140, 0.100], [-1.142, 0.589, 1.881], [-0.368, -0.291, -0.363], [-0.021, 0.026, 0.004], [-0.254, -0.033, 0.151], [0.031, -0.047, -0.111], [-0.079, 0.379, -0.248], [-0.111, -0.013, 0.011], [0.059, -0.132, -0.072], [0.029, 0.052, 0.083], [0.007, 0.065, 0.081], [0.082, 0.021, 0.056], [-0.041, 0.031, -0.083], [-0.084, -0.050, 0.068], [0.022, 0.075, 0.001], [-0.011, 0.005, -0.044], [0.002, 0.022, 0.029], [0.004, -0.067, 0.064], [0.018, 0.090, -0.024], [-0.254, 0.031, 0.155], [-0.151, 0.001, -0.179], [-0.090, 0.015, 0.105], [-0.106, -0.015, 0.297], [0.194, -0.047, -0.040], [0.123, -0.082, 0.024], [0.052, 0.018, -0.025], [0.071, -0.049, -0.210], [0.265, -0.098, -0.060], [-0.272, 0.183, 0.160], [-0.059, -0.038, -0.085], [0.010, 0.037, -0.006], [-0.002, 0.037, -0.032], [0.008, 0.006, 0.038], [0.063, -0.021, -0.006], [0.013, 0.027, -0.047], [-0.056, 0.006, -0.041], [0.143, -0.092, -0.036], [0.051, 0.106, 0.009], [-0.027, 0.011, -0.027], [-0.014, -0.008, -0.041], [0.066, -0.023, -0.051], [-0.084, 0.005, 0.060], [0.007, -0.098, 0.068], [0.044, 0.023, 0.079]],
  "lowdin_charge": [1.64, -0.15, -0.10, -0.28, -0.03, -0.08, -0.07, -0.12, 0.14, -0.15, -0.14, -0.27, -0.03, -0.07, -0.07, -0.13, 0.10, -0.16, -0.27, -0.02, -0.07, -0.06, -0.14, -0.07, 0.12, 0.12, 0.10, 0.11, 0.11, 0.10, 0.10, 0.09, 0.10, 0.12, 0.10, 0.10, 0.10, 0.10, 0.13, 0.08, 0.11, 0.10, 0.10, 0.10, -0.05, -0.56, -0.08, -0.06, -0.19, -0.11, -0.55, 0.77, -0.42, -0.43, -0.08, -0.01, -0.53, -0.05, -0.07, -0.06, 0.08, 0.08, 0.09, 0.08, 0.08, 0.09, 0.08, 0.09, 0.07, 0.09, 0.09, 0.10, 0.08, 0.07, 0.08, 0.06, 0.08, 0.07, 0.08, 0.09, -0.04, -0.74, -0.01, -0.08, -0.63, -0.07, -0.44, 0.07, 0.02, 0.07, 0.12, 0.07, 0.05, 0.07, -0.06, -0.29, -0.05, -0.03, -0.25, 0.12, -0.53, 0.06, 0.14, -0.21, -0.02, -0.07, -0.15, 0.09, -0.06, -0.01, -0.03, 0.07, 0.08, 0.07, 0.11, 0.11, 0.14, 0.13, 0.11, 0.10, 0.11, 0.07, 0.11, 0.11]
}